1.
The following is a quantum chemistry calculation of C14H8N6O3 in the gas phase at a distorted geometry, from the Open Molecules 2025 dataset.

E_HOMO, eV: -7.98
LUMO, eV: -1.06
Strongest force on any atom, eV Å⁻¹: 4.9
Structure (SMILES): O=c1c2cc3c(cc2nc2ccc(-c4nnn[nH]4)cn12)OCO3
Frontier orbital gap, eV: 6.92
E_tot, Ha: -1092.427241
Relative energy (zero: lowest compared OMol25 entry of this formula, charge and spin), eV: 0.736

Geometry as XYZ:
```
31
C14H8N6O3 (the ωB97M-V functional and the def2-TZVPD basis)
O 0.8394 1.6472 1.4697
N 4.9488 -3.3988 3.0579
N 5.0403 -4.2640 2.0752
N 4.1292 -2.2964 2.7423
N -0.5435 -0.2948 -1.5349
O -4.6263 2.5357 -1.5773
O -3.8155 3.8016 0.1032
C 0.3231 1.0342 0.6192
C 3.6241 -2.5723 1.5507
C 0.5642 -0.7414 -0.9504
C 1.3077 -1.8136 -1.5876
C 2.3902 -2.3312 -0.7737
C 2.6643 -1.8691 0.5907
C 1.8034 -0.8564 1.0856
C -2.6487 0.8616 -1.6096
C -1.7266 2.4286 0.4193
C -1.4507 0.5643 -0.9745
C -3.4898 1.9559 -1.1808
C -2.9603 2.7198 -0.2006
C -0.9903 1.3097 0.0742
N 4.1457 -3.7882 1.1828
N 0.9246 -0.1449 0.2184
C -4.9089 3.7161 -0.7976
H 0.9360 -2.3435 -2.4849
H 2.9976 -3.0941 -1.1107
H 1.6741 -0.4713 2.1471
H -3.0982 0.2924 -2.5002
H -1.3588 3.0042 1.3811
H 4.1717 -3.9515 0.2418
H -5.9219 3.7420 -0.3393
H -4.9447 4.6182 -1.3373
```

2.
The following is a quantum chemistry calculation of 2 unconnected molecules or ions with the total composition C28H27N5O at a distorted geometry, from the Open Molecules 2025 dataset.

E_HOMO, eV: -6.10
LUMO, eV: -1.75
Strongest force on any atom, eV Å⁻¹: 3.6
Frontier orbital gap, eV: 4.36
E_tot, Ha: -1432.079905
Relative energy (zero: lowest compared OMol25 entry of this formula, charge and spin), eV: 3.797

Geometry as XYZ:
```
61
C28H27N5O (the ωB97M-V functional and the def2-TZVPD basis)
C -5.7327 -2.9161 2.3798
C -4.7488 -1.7923 2.5076
C -3.7738 -1.8268 3.5058
C -2.8267 -0.8077 3.6341
C -1.8819 -0.8700 4.7917
C -2.8431 0.2301 2.6953
N -1.8885 1.2794 2.7823
C -0.5219 1.1992 2.6711
C 0.2255 -0.0154 2.3295
C 1.7110 0.1191 2.2709
C 2.5021 -0.5050 3.1634
C 3.9492 -0.3741 3.2471
C 4.6669 -0.9640 4.3233
C 6.0496 -0.8322 4.4191
C 6.7601 -0.1075 3.4474
C 6.0670 0.4702 2.3742
C 4.6807 0.3242 2.2578
O -0.3725 -1.0808 2.0896
N -0.0530 2.4579 2.7980
C 1.3180 2.9297 2.7420
C -1.1048 3.3313 3.0310
C -2.2381 2.6121 3.0282
C -3.8556 0.3416 1.7354
C -3.9593 1.4987 0.7906
C -4.7925 -0.6930 1.6500
H -6.4959 -2.6815 1.6345
H -5.2386 -3.8451 2.0713
H -6.2374 -3.1208 3.3306
H -3.7485 -2.6472 4.2219
H -1.3291 0.0572 4.9705
H -2.4676 -1.0902 5.6975
H -1.1571 -1.6867 4.6699
H 2.0773 0.6192 1.3677
H 2.0396 -1.1679 3.9052
H 4.1098 -1.5312 5.0744
H 6.5860 -1.2890 5.2524
H 7.8438 0.0010 3.5272
H 6.6121 1.0355 1.6180
H 4.1514 0.7109 1.3847
H 1.2781 4.0043 2.9605
H 1.9404 2.4328 3.4959
H 1.7434 2.7864 1.7406
H -0.9276 4.3849 3.1679
H -3.2574 2.9167 3.1804
H -4.7079 1.2475 0.0287
H -4.3054 2.4194 1.2809
H -3.0199 1.7264 0.2706
H -5.5714 -0.6209 0.8918
C 4.6332 -3.6119 -2.0490
C 4.1486 -2.8517 -0.9805
C 3.4494 -1.6798 -1.3006
C 3.2247 -1.3031 -2.6619
C 3.7233 -2.0662 -3.7264
C 4.4306 -3.2237 -3.3954
N 2.5211 -0.1101 -2.6356
N 2.3560 0.2130 -1.3443
N 2.9022 -0.6849 -0.5060
H 5.1879 -4.5344 -1.8535
H 4.2730 -3.1022 0.0725
H 3.5434 -1.7190 -4.7438
H 4.8433 -3.8551 -4.1880
```

3.
The following is a quantum chemistry calculation of 6 unconnected molecules or ions with the total composition C30H48Cl10IN2O4 at a distorted geometry, from the Open Molecules 2025 dataset.

E_HOMO, eV: -11.54
LUMO, eV: -4.67
Charge: +1
Strongest force on any atom, eV Å⁻¹: 5.5
Frontier orbital gap, eV: 6.87
E_tot, Ha: -6481.431456

Geometry as XYZ:
```
95
C30H48Cl10IN2O4 (the ωB97M-V functional and the def2-TZVPD basis)
C -1.8894 2.1023 -1.9449
C -1.3698 0.8202 -2.3412
C -1.8838 -0.5407 -1.6191
C -2.2687 -0.2494 -0.0813
C -1.1157 0.2624 0.8632
C 0.3850 0.5245 0.3994
C 1.1154 -0.7200 -0.3076
C 2.7178 -0.4171 -0.2478
I 3.0410 1.1625 -1.7708
C -1.4513 0.5690 2.3592
C -0.3898 1.0727 3.4392
O 0.1690 0.2817 4.2513
O -0.0476 2.4649 3.5776
C -0.5186 2.8182 4.9248
C -0.9763 4.3617 4.8648
C -2.0963 4.7320 5.9852
C -1.3848 5.3389 7.3185
C -2.9251 0.3795 2.8662
C -3.9527 -0.1053 1.8280
N -3.6311 -0.4232 0.4332
N -4.5692 -0.8487 -0.4848
C -5.6690 0.1328 -0.7009
C -5.7479 0.7837 -2.1859
O -6.5248 0.4773 0.1417
C -5.0454 -2.2277 -0.2441
C -5.7240 -2.9810 -1.5104
O -4.9386 -2.8788 0.8174
H -1.9714 2.8962 -2.7723
H -2.2497 2.3386 -0.8904
H -0.6150 0.8275 -3.1920
H -2.7687 -0.8973 -2.2464
H -1.0963 -1.3840 -1.6776
H 0.3450 1.3896 -0.3695
H 1.0715 0.8903 1.2386
H 0.8572 -0.6512 -1.4337
H 0.8456 -1.7457 0.1250
H 3.0586 -0.0260 0.7664
H 3.3228 -1.3195 -0.6268
H 0.2843 2.6978 5.7348
H -1.4123 2.1819 5.2534
H -0.0296 4.9996 5.0163
H -1.4071 4.5748 3.8222
H -2.7200 3.8008 6.2719
H -2.7558 5.5548 5.5129
H -0.8067 6.2964 7.0833
H -2.2295 5.6033 8.0495
H -0.7173 4.5496 7.8148
H -3.2750 0.5933 3.9298
H -5.0460 -0.2260 2.1743
H -4.8767 1.5335 -2.2689
H -6.7626 1.2454 -2.4102
H -5.4689 -0.0822 -2.9029
H -6.3245 -3.8861 -1.1670
H -6.3832 -2.2008 -2.0218
H -4.8290 -3.3087 -2.1670
Cl 3.3850 -2.9198 -3.0640
C 4.8940 -2.4873 -3.9078
C 4.6763 -1.4146 -4.9553
Cl 3.7170 -2.0058 -6.3345
H 5.3098 -3.3971 -4.3442
H 5.5893 -2.1267 -3.1466
H 5.6384 -1.0877 -5.3557
H 4.1685 -0.5431 -4.5379
Cl 0.2555 6.6399 -2.5682
C -1.0973 6.9929 -1.4652
C -1.1725 6.0053 -0.3187
Cl -1.6432 4.3747 -0.8658
H -2.0185 6.9997 -2.0506
H -0.9338 8.0001 -1.0762
H -1.9285 6.3288 0.4005
H -0.2187 5.9242 0.2055
Cl 4.0726 -4.3554 0.3320
C 3.2033 -5.5173 -0.7027
C 3.6880 -6.9378 -0.5010
Cl 5.3452 -7.1735 -1.1074
H 3.3177 -5.1984 -1.7395
H 2.1456 -5.4455 -0.4390
H 3.0474 -7.6286 -1.0528
H 3.6683 -7.2246 0.5522
Cl 5.4165 4.8375 1.6084
C 4.1249 3.8873 2.3820
C 2.9360 3.6847 1.4646
Cl 2.0538 5.2019 1.1604
H 3.8379 4.3942 3.3050
H 4.5584 2.9199 2.6455
H 2.2260 2.9931 1.9253
H 3.2385 3.2693 0.5006
Cl 4.7028 -7.3519 -4.2311
C 3.8737 -8.9254 -4.1565
C 2.4094 -8.8199 -4.5334
Cl 1.4627 -7.9227 -3.3190
H 4.0020 -9.3278 -3.1496
H 4.3890 -9.5874 -4.8556
H 1.9715 -9.8182 -4.6008
H 2.2776 -8.3257 -5.4975
```